Entry 1:
{"formula": "C12H30ClLi2N2O4", "method": "ωB97M-V/def2-TZVPD", "charge": 1, "orbital_gap_ev": 6.97, "e_tot_ev": -37028.042, "elements": ["Li", "Li", "Cl", "C", "O", "C", "C", "N", "C", "C", "O", "C", "H", "H", "H", "H", "H", "H", "H", "H", "H", "H", "H", "H", "H", "H", "H", "C", "O", "C", "C", "N", "C", "C", "O", "C", "H", "H", "H", "H", "H", "H", "H", "H", "H", "H", "H", "H", "H", "H", "H"], "positions_angstrom": [[3.6886, 2.9334, -0.5049], [0.0743, -0.0329, -0.8937], [2.0440, 1.2079, -0.3898], [4.5871, -2.5169, 3.3333], [3.2792, -2.0428, 3.5113], [2.8250, -1.2448, 2.4375], [1.7041, -0.3709, 2.9846], [0.5186, -1.1772, 3.2911], [-0.3512, -0.5221, 4.2681], [-1.4103, -1.4775, 4.7367], [-0.8433, -2.3471, 5.7099], [-1.7533, -3.2487, 6.2526], [4.9741, -2.9657, 4.2467], [5.3114, -1.7553, 3.0232], [4.6074, -3.3063, 2.5689], [2.4628, -1.9109, 1.6440], [3.5972, -0.5958, 2.0116], [1.4034, 0.3692, 2.2417], [2.1590, 0.1272, 3.8497], [0.8364, -2.0494, 3.7095], [-0.8481, 0.3050, 3.7488], [0.2070, -0.1426, 5.1315], [-1.9199, -2.0550, 3.9595], [-2.1890, -0.9096, 5.2705], [-2.6824, -2.7565, 6.5867], [-1.3033, -3.7229, 7.1228], [-2.1033, -4.0147, 5.5444], [-4.2944, 2.2176, -3.6567], [-3.2567, 1.4501, -3.0858], [-2.7978, 0.4028, -3.9142], [-1.8051, -0.3681, -3.0589], [-0.5626, 0.4063, -2.8283], [0.3827, 0.3695, -3.9632], [0.9999, 1.7583, -4.1423], [0.0380, 2.5595, -4.7863], [0.5718, 3.8472, -5.1015], [-4.5944, 2.9415, -2.8941], [-5.1360, 1.6100, -3.9844], [-3.9480, 2.9025, -4.4420], [-2.2744, 0.8361, -4.7772], [-3.5905, -0.2495, -4.2948], [-1.5430, -1.3406, -3.4847], [-2.2597, -0.6297, -2.0984], [-0.8976, 1.3690, -2.7705], [-0.1741, 0.0763, -4.8580], [1.1751, -0.3788, -3.8971], [1.9326, 1.6428, -4.7046], [1.2097, 2.1910, -3.1548], [-0.1239, 4.4373, -5.7005], [1.5076, 3.7838, -5.6537], [0.5653, 4.3879, -4.1444]]}

Entry 2:
{"formula": "C12H30F6K2N3O18S6", "method": "ωB97M-V/def2-TZVPD", "charge": -1, "orbital_gap_ev": 2.90, "e_tot_ev": -168209.770, "elements": ["K", "K", "N", "S", "O", "O", "F", "S", "O", "O", "F", "N", "S", "O", "O", "F", "S", "O", "O", "F", "N", "S", "O", "O", "F", "S", "O", "O", "F", "C", "O", "C", "C", "O", "C", "H", "H", "H", "H", "H", "H", "H", "H", "H", "H", "C", "O", "C", "C", "O", "C", "H", "H", "H", "H", "H", "H", "H", "H", "H", "H", "C", "O", "C", "C", "O", "C", "H", "H", "H", "H", "H", "H", "H", "H", "H", "H"], "positions_angstrom": [[-4.9946, -2.6721, -0.2136], [-4.5293, 1.0606, 4.0081], [-1.9470, 0.6342, 0.1888], [-2.1740, 2.0151, -0.8086], [-1.2685, 2.1978, -1.9653], [-2.6876, 3.1359, -0.0291], [-3.4101, 1.3627, -1.5702], [-0.4213, 0.8014, 0.3024], [-0.0013, 2.0510, 0.9203], [0.4679, 0.3210, -0.7577], [-0.1367, -0.3109, 1.4143], [-1.6057, -1.3848, -7.7776], [-3.1037, -0.6104, -7.9978], [-3.6260, 0.0840, -6.8254], [-3.9859, -1.0257, -9.0801], [-2.5130, 0.6871, -8.7917], [-2.2955, -2.6047, -7.1761], [-2.7940, -3.5625, -8.1889], [-2.9027, -2.5910, -5.8784], [-0.7960, -3.1870, -6.8484], [3.0555, 7.0997, -3.4083], [3.4308, 5.5614, -2.7911], [3.1708, 4.4034, -3.6400], [3.3084, 5.5041, -1.3269], [5.0435, 5.5554, -2.7576], [1.5761, 6.7432, -3.5114], [0.8408, 6.4534, -2.2035], [1.2198, 5.9995, -4.6780], [1.0641, 8.1936, -3.9487], [-10.8928, 4.2653, -3.3088], [-10.2230, 5.5063, -2.9540], [-8.8203, 5.4067, -3.0580], [-8.1012, 4.9059, -4.3216], [-8.3745, 5.7639, -5.3846], [-7.6347, 5.4975, -6.5637], [-10.5826, 3.8900, -4.2840], [-11.9579, 4.4923, -3.3557], [-10.6510, 3.4792, -2.5935], [-8.4784, 4.9359, -2.1363], [-8.7294, 6.4919, -3.0106], [-8.4506, 3.8882, -4.4955], [-7.0286, 4.7822, -4.1723], [-7.8966, 4.5776, -7.0866], [-6.5488, 5.5831, -6.6023], [-7.8152, 6.3926, -7.1589], [1.5792, -7.2233, 4.4501], [1.6774, -7.7482, 5.8086], [2.6336, -7.2923, 6.7316], [3.9443, -8.0955, 6.5938], [3.8033, -9.3106, 7.4462], [5.0739, -9.8569, 7.6625], [2.4558, -7.5147, 3.8715], [1.6204, -6.1346, 4.4160], [0.6840, -7.6282, 3.9781], [2.1966, -7.4033, 7.7240], [3.0885, -6.3046, 6.6558], [4.8056, -7.5075, 6.9109], [4.1389, -8.3094, 5.5429], [5.6888, -9.0477, 8.0564], [5.6049, -10.1772, 6.7661], [5.0465, -10.6693, 8.3887], [8.6973, 0.8232, 5.2905], [7.3591, 0.4113, 5.2798], [6.6244, 0.8406, 4.1349], [5.4072, 0.0013, 3.9497], [5.5242, -1.4213, 3.9872], [6.2299, -1.9694, 2.9045], [9.3225, 0.6478, 4.4150], [9.2256, 0.2397, 6.0445], [8.7821, 1.8570, 5.6253], [7.2649, 0.7665, 3.2560], [6.4705, 1.9129, 4.2555], [5.0280, 0.3152, 2.9772], [4.6803, 0.2935, 4.7076], [5.8777, -1.5601, 1.9577], [6.3960, -3.0413, 3.0121], [7.2700, -1.6670, 3.0261]]}